Formula: C19H31ClN2O6
Source: OMol25
Level of theory: ωB97M-V/def2-TZVPD

Computed properties:
* HOMO-LUMO gap: 5.06 eV
* lowest unoccupied orbital energy: -2.64 eV
* net charge: 0
* highest occupied orbital energy: -7.70 eV

```
59
Properties=species:S:1:pos:R:3:lowdin_charge:R:1
C 1.08158 0.49729 -1.87589 0.11
C 0.60636 1.14212 -0.70918 -0.03
C -0.17478 1.52088 0.71170 -0.26
C 0.73436 2.70723 1.38527 -0.14
C 1.90205 2.19161 2.41388 -0.19
C 2.84256 0.97433 1.84758 -0.20
C 3.87796 1.39345 0.64768 -0.21
N 4.85661 0.21082 0.50228 -0.02
C 5.49269 0.18730 -0.86996 -0.32
C 5.07406 -0.88764 -2.07966 -0.04
O 6.48848 1.05315 -1.12415 -0.06
C -0.51953 0.15819 1.55551 0.13
N -1.81528 -0.28414 1.71801 -0.02
C -2.27084 -1.54061 2.43269 -0.12
O -1.29348 -2.64006 2.44047 -0.18
C -1.03959 -3.16839 1.08473 -0.19
C 0.57720 -3.03222 0.74402 -0.23
C 1.19484 -4.32322 -0.07018 -0.14
C -2.69958 0.74862 1.03177 -0.07
C -1.75757 1.89570 0.32419 -0.20
C -2.14022 2.09575 -1.26316 -0.15
C -2.48682 0.69131 -2.04681 -0.15
C -2.31484 0.63954 -3.55298 -0.02
H 1.51959 -0.14716 -2.77943 0.08
H -0.01739 3.37463 2.02920 0.13
H 1.22442 3.44978 0.61259 0.14
H 2.61239 3.12914 2.61425 0.13
H 1.48840 1.88089 3.48947 0.12
H 3.51834 0.62292 2.76682 0.14
H 2.26614 0.01947 1.49401 0.08
H 3.36536 1.57441 -0.39960 0.11
H 4.50542 2.37564 0.90529 0.14
H 4.21896 -0.63011 0.61720 0.10
H 5.87123 -0.73240 -2.95020 0.10
H 3.96916 -0.67727 -2.42130 0.06
H 5.23276 -2.01644 -1.72651 0.09
H 0.25022 -0.56392 2.09205 0.16
H -2.62205 -1.33611 3.53342 0.18
H -3.21518 -1.94280 1.82380 0.18
H -1.28427 -4.33246 1.04253 0.15
H -1.72854 -2.67689 0.25473 0.14
H 1.13136 -2.93206 1.77529 0.12
H 0.78146 -2.05518 0.12214 0.09
H 1.27707 -5.30061 0.56892 0.08
H 0.62789 -4.51707 -1.09827 0.09
H 2.31156 -4.03391 -0.37022 0.08
H -3.15312 1.33761 1.95539 0.16
H -3.67498 0.37992 0.48538 0.14
H -1.96234 2.95901 0.82428 0.15
H -1.35145 2.77837 -1.84374 0.13
H -3.14905 2.73329 -1.27803 0.15
H -2.82982 -0.31389 -1.54612 0.11
H -3.25930 0.51324 -4.23372 0.07
H -1.26556 0.65607 -4.07150 0.05
O -5.90755 0.41781 -0.69051 -0.43
Cl -6.57491 0.83857 -1.90711 0.63
O -6.99391 2.22047 -1.77560 -0.38
O -7.73645 0.00121 -2.13580 -0.37
O -5.66207 0.71483 -3.02690 -0.40
```

---

Formula: C19H31CoN4O3PSSe2
Source: OMol25
Level of theory: ωB97M-V/def2-TZVPD

Computed properties:
* HOMO-LUMO gap (spin up / spin down): 6.41 / 6.41 eV
* lowest unoccupied orbital energy (spin up / spin down): -10.33 / -10.32 eV
* net charge: +3
* highest occupied orbital energy (spin up / spin down): -16.73 / -16.73 eV

```
62
Properties=species:S:1:pos:R:3:lowdin_charge:R:1
Co -0.72098 0.14191 0.41103 0.11
C -0.11241 0.36167 3.27530 -0.12
C 1.05689 -0.31659 2.59669 -0.15
N 0.59884 -1.01694 1.36524 -0.13
C 0.11432 -2.40697 1.58088 -0.20
C -1.28404 -2.45610 2.15365 -0.33
S -2.40118 -1.33350 1.24016 1.05
C -3.06254 -0.28204 2.57348 -0.34
C -2.39213 1.08390 2.63743 -0.20
N -0.95711 1.03202 2.24632 -0.12
H -0.73440 -0.35440 3.80538 0.11
H 0.23315 1.08201 4.01727 0.15
H 1.80201 0.41696 2.28792 0.09
H 1.55297 -1.01308 3.27601 0.15
H 1.41049 -1.07208 0.74742 0.09
H 0.11880 -2.89558 0.61147 0.09
H 0.80676 -2.95344 2.22511 0.15
H -1.68703 -3.46388 2.06047 0.11
H -1.31921 -2.19068 3.20621 0.09
H -4.12934 -0.16314 2.38904 0.10
H -2.97096 -0.84647 3.50037 0.10
H -2.88370 1.77392 1.95439 0.11
H -2.49166 1.50171 3.64223 0.15
H -0.66971 2.00855 2.20532 0.12
Se 0.95368 1.95983 -0.00615 0.92
Se 2.20803 1.94590 -1.91102 0.87
C 3.66925 1.09695 -0.97355 -0.64
C 4.94863 1.26623 -1.46508 -0.07
C 5.97340 0.63142 -0.77230 0.00
C 5.66714 -0.10235 0.36221 -0.01
C 4.34512 -0.19067 0.76670 -0.11
N 3.33803 0.38846 0.09875 -0.04
C -0.76571 2.61178 -0.62271 -0.54
C -1.05771 3.86578 -1.09864 -0.01
C -2.38831 4.11980 -1.43993 0.03
C -3.33505 3.12145 -1.27559 0.02
C -2.94717 1.89415 -0.75936 -0.07
N -1.67646 1.64648 -0.42680 -0.08
H 5.15226 1.87517 -2.33537 0.12
H 6.99672 0.72825 -1.10965 0.14
H 6.43936 -0.59919 0.93226 0.13
H 4.07873 -0.74826 1.65660 0.11
H -0.28906 4.61919 -1.20613 0.14
H -2.67347 5.09013 -1.82541 0.14
H -4.37169 3.28599 -1.53509 0.14
H -3.66141 1.09713 -0.59936 0.12
C 0.05708 -0.20445 -4.01081 -0.02
O -0.18105 0.14483 -2.61123 -0.37
P -0.42865 -0.95096 -1.51762 0.65
O -1.58456 -1.88581 -2.02683 -0.27
C -2.98646 -1.56768 -2.18755 -0.04
O 0.81168 -1.91330 -1.61387 -0.27
C 0.85151 -3.37091 -1.67302 -0.02
H -0.77267 -0.79386 -4.39345 0.10
H 0.98786 -0.76031 -4.09196 0.10
H 0.12648 0.73514 -4.54778 0.10
H -3.51237 -2.51470 -2.24553 0.11
H -3.12403 -1.00664 -3.10928 0.11
H -3.35372 -1.00184 -1.33505 0.03
H 1.12322 -3.65241 -2.68635 0.11
H -0.11834 -3.79722 -1.42978 0.09
H 1.62188 -3.70124 -0.98303 0.10
```

---

Formula: C19H31F7NO6
Source: OMol25
Level of theory: ωB97M-V/def2-TZVPD

Computed properties:
* HOMO-LUMO gap: 7.48 eV
* lowest unoccupied orbital energy: -4.76 eV
* net charge: +1
* highest occupied orbital energy: -12.24 eV

```
64
Properties=species:S:1:pos:R:3:lowdin_charge:R:1
O -1.74598 5.15844 -0.14928 0.17
C -2.38281 4.31106 0.44166 -0.48
O -3.59248 4.54889 0.95058 0.18
C -1.76861 2.93904 0.63554 -0.02
C -0.98810 2.77501 1.73578 0.06
C -0.43301 1.57913 1.92487 0.02
N -0.64592 0.60791 1.04162 0.20
C -1.38729 0.74022 -0.03539 -0.09
C -1.46077 -0.47614 -0.90638 -0.03
O -1.45764 -1.64433 -0.08395 0.07
C -0.41339 -2.46697 -0.33361 -0.77
F -0.46225 -2.97947 -1.54751 0.21
F -0.46397 -3.45522 0.51641 0.22
F 0.75457 -1.85501 -0.16400 0.18
C -1.98763 1.93704 -0.26939 0.02
C -2.85121 2.12424 -1.49647 -0.39
F -3.41994 3.32448 -1.52547 0.17
F -3.86114 1.21733 -1.43093 0.13
C -2.10832 1.89071 -2.85534 -0.30
F -2.56763 2.75961 -3.74418 0.15
F -0.78999 2.10156 -2.69271 0.12
H -3.96158 3.75443 1.35925 0.14
H -0.80786 3.57479 2.42904 0.16
H 0.19098 1.38158 2.77432 0.16
H -0.20138 -0.28734 1.21938 0.18
H -2.34534 -0.51628 -1.52088 0.14
H -0.59684 -0.46147 -1.57220 0.16
H -2.32319 0.89648 -3.23512 0.17
C 4.16171 -4.15582 -1.93403 -0.06
C 3.91516 -2.91826 -2.78279 -0.49
C 3.90343 -1.65414 -1.93647 -0.06
O 2.67563 -3.04764 -3.48082 -0.05
H 3.36663 -4.27608 -1.19156 0.08
H 4.16256 -5.05082 -2.55558 0.08
H 5.11657 -4.09476 -1.41033 0.08
H 4.68996 -2.83862 -3.54506 0.14
H 3.09976 -1.69414 -1.19588 0.06
H 3.72193 -0.77971 -2.56362 0.07
H 4.85196 -1.51892 -1.41398 0.09
H 1.97764 -3.12702 -2.82355 0.06
C -3.24937 -3.34134 2.59584 -0.06
C -3.00047 -2.01365 3.29060 -0.51
C -3.04780 -2.14165 4.80471 -0.06
O -3.96322 -1.04790 2.85500 -0.07
H -4.23753 -3.73313 2.84760 0.09
H -3.21072 -3.22288 1.51283 0.07
H -2.50285 -4.08128 2.88787 0.09
H -2.02148 -1.62819 2.98924 0.12
H -4.03411 -2.48166 5.12823 0.09
H -2.86818 -1.17528 5.27718 0.08
H -2.30243 -2.85049 5.16713 0.09
H -4.83558 -1.36713 3.10797 0.09
C 3.17919 3.03696 0.63296 -0.05
C 3.12869 2.01294 -0.48945 -0.48
C 3.67767 2.58673 -1.78441 -0.05
O 1.77974 1.56301 -0.69818 -0.08
H 2.57215 3.91210 0.38213 0.09
H 2.77750 2.61597 1.55817 0.07
H 4.19982 3.36780 0.81972 0.09
H 3.70266 1.13026 -0.20557 0.13
H 3.08199 3.44533 -2.10661 0.09
H 3.63329 1.84440 -2.58145 0.07
H 4.71199 2.90878 -1.66644 0.09
H 1.26482 2.33649 -0.95703 0.07
```

---

Formula: C19H31IO3Si
Source: OMol25
Level of theory: ωB97M-V/def2-TZVPD

Computed properties:
* HOMO-LUMO gap: 9.20 eV
* lowest unoccupied orbital energy: 0.34 eV
* net charge: 0
* highest occupied orbital energy: -8.86 eV

```
55
Properties=species:S:1:pos:R:3:lowdin_charge:R:1
C 2.38267 2.71966 -0.66327 -0.18
C 1.34346 1.57854 -0.70424 -0.36
C 0.10326 1.76704 0.21608 -0.69
I 0.78002 2.68565 2.08026 0.95
Si -0.85100 0.14720 0.56899 0.63
C -2.60594 0.40020 1.23136 -0.24
C -2.79485 1.60009 2.18560 -0.29
C -3.11855 2.91508 1.45932 -0.19
C -3.22187 4.14338 2.41607 -0.25
O -2.86259 3.86571 3.76450 -0.09
C -0.96995 -1.05163 -0.89657 -0.22
C -0.74695 -0.45046 -2.32592 -0.22
C 0.65284 -0.89867 -2.85660 -0.18
C 0.59547 -1.99547 -3.92185 -0.15
O 0.97797 -3.29970 -3.42577 -0.03
C 2.33529 -3.44269 -3.35961 -0.51
C 3.07400 -4.15041 -4.48453 0.01
O 2.97655 -3.05756 -2.39779 0.10
C 0.10087 -0.78584 1.93115 -0.27
C 1.03035 -1.74937 1.57809 -0.10
C 1.71695 -2.46378 2.52703 -0.09
C 1.51657 -2.20562 3.85920 -0.10
C 0.60347 -1.25862 4.25042 -0.09
C -0.09574 -0.58080 3.28352 -0.15
H 2.89098 2.72053 -1.63734 0.07
H 1.90701 3.69811 -0.58497 0.06
H 3.15303 2.55339 0.08804 0.05
H 1.82080 0.60226 -0.58421 0.10
H 0.95424 1.61571 -1.72810 0.08
H -0.57788 2.46363 -0.28116 0.04
H -3.32405 0.50687 0.40689 0.08
H -2.86048 -0.52618 1.76004 0.08
H -3.66774 1.37769 2.81395 0.12
H -1.97110 1.76402 2.87913 0.03
H -2.33546 3.12229 0.72293 0.08
H -4.08706 2.77812 0.96762 0.11
H -4.24031 4.53330 2.37935 0.11
H -2.52883 4.90844 2.04557 0.11
H -1.91279 3.99901 3.83777 0.06
H -0.33369 -1.93179 -0.79611 0.06
H -1.99710 -1.44349 -0.88152 0.08
H -0.87168 0.63387 -2.36933 0.09
H -1.48892 -0.89454 -2.99813 0.09
H 1.28530 -1.17128 -2.01213 0.09
H 1.13083 -0.01671 -3.30159 0.11
H 1.34306 -1.73658 -4.68839 0.12
H -0.35671 -2.07151 -4.44633 0.12
H 4.06114 -3.71516 -4.63050 0.09
H 3.23251 -5.18677 -4.17023 0.09
H 2.52599 -4.15042 -5.42971 0.08
H 1.25584 -1.99999 0.54541 0.09
H 2.41849 -3.23403 2.22514 0.11
H 2.07397 -2.74455 4.62019 0.11
H 0.40724 -1.02236 5.28959 0.11
H -0.82893 0.13621 3.64270 0.09
```